99
Properties=species:S:1:pos:R:3:lowdin_charge:R:1 method="wB97M-V/def2-TZVPD" orbital_gap_ev=4.7 e_tot_ev=-160641.259 charge=-2 e_above_lowest_kj_mol=57.6
Ba -0.23 0.46 -0.84 1.2797
O -3.64 -2.25 -7.06 -0.1261
C -3.19 -1.86 -6.01 -1.0866
S -2.04 -2.76 -5.04 0.9021
C -1.86 -1.61 -3.71 -1.1896
C -2.59 -0.47 -3.82 -1.2206
S -2.72 0.89 -2.71 0.2669
S -3.59 -0.32 -5.26 0.8879
S -0.79 -2.14 -2.44 0.3082
N 2.16 -2.33 1.26 0.1351
C 3.12 -1.73 2.03 -0.2924
C 4.41 -2.18 2.13 -0.0610
C 5.33 -1.54 2.97 -0.0950
C 4.99 -0.45 3.72 -0.0696
C 3.67 0.06 3.64 -0.1775
C 3.23 1.18 4.36 -0.0143
C 1.94 1.61 4.23 -0.0373
C 1.09 0.92 3.34 -0.1195
N 1.46 -0.12 2.64 0.1170
C 2.74 -0.57 2.79 -0.1796
H 2.48 -2.80 0.43 0.0762
H 1.36 -1.74 1.12 0.0307
H 4.72 -3.03 1.54 0.1020
H 6.34 -1.92 3.02 0.0961
H 5.71 0.04 4.36 0.0971
H 3.92 1.70 5.02 0.1109
H 1.56 2.47 4.77 0.0684
H 0.06 1.24 3.21 0.0952
C -0.10 3.95 9.13 -0.1094
O 0.58 4.03 7.91 -0.0946
C 0.01 4.79 6.91 -0.2665
C 0.70 4.80 5.70 -0.0046
C 0.22 5.51 4.63 -0.0167
C -0.95 6.25 4.75 -0.3011
C -1.61 6.28 5.97 -0.0416
C -1.15 5.54 7.05 -0.0281
N -1.39 7.13 3.71 0.0568
N -1.50 6.73 2.54 0.0544
C -1.43 5.36 2.20 -0.2706
C -2.09 4.36 2.89 -0.0308
C -2.07 3.03 2.46 -0.0102
C -1.36 2.65 1.33 -0.4097
O -1.27 1.44 0.93 -0.4551
C -0.68 3.70 0.59 -0.1479
N 0.04 3.31 -0.50 0.0355
C 0.66 4.22 -1.20 -0.1267
C 0.61 5.59 -0.90 -0.0489
C -0.09 6.00 0.20 -0.0117
C -0.76 5.04 1.00 -0.1041
H 0.49 3.29 9.77 0.0897
H -1.11 3.53 9.00 0.0943
H -0.18 4.93 9.61 0.0894
H 1.61 4.22 5.62 0.1011
H 0.75 5.49 3.68 0.1255
H -2.50 6.89 6.06 0.1079
H -1.70 5.57 7.98 0.0964
H -2.65 4.60 3.79 0.1137
H -2.60 2.27 3.01 0.1130
H 1.23 3.86 -2.05 0.1040
H 1.13 6.30 -1.52 0.0987
H -0.14 7.04 0.48 0.1038
Cl 4.27 -1.29 -1.24 0.0310
Si 2.89 0.41 -1.14 -0.5674
Cl 4.07 1.69 0.19 -0.0041
Cl 3.37 1.36 -3.04 -0.0176
C 0.60 -6.53 1.07 -0.1092
C 0.35 -5.87 2.27 -0.1011
C -0.36 -4.68 2.28 -0.0958
C -0.84 -4.14 1.10 -0.3757
C -0.59 -4.80 -0.10 -0.1165
C 0.12 -5.99 -0.11 -0.0857
P -1.67 -2.51 1.01 1.0714
C -2.26 -2.30 2.73 -0.3600
C -1.36 -1.74 3.63 -0.1160
C -1.72 -1.52 4.95 -0.0883
C -3.01 -1.83 5.38 -0.1080
C -3.92 -2.36 4.48 -0.0980
C -3.55 -2.59 3.17 -0.0742
C -3.19 -2.94 0.10 -0.3986
C -3.73 -1.97 -0.73 -0.1241
C -4.85 -2.24 -1.49 -0.0644
C -5.46 -3.49 -1.42 -0.0902
C -4.94 -4.46 -0.58 -0.0993
C -3.81 -4.19 0.18 -0.1115
H 1.16 -7.45 1.07 0.0896
H 0.73 -6.27 3.20 0.0917
H -0.53 -4.18 3.22 0.0927
H -0.93 -4.37 -1.04 0.0372
H 0.31 -6.48 -1.05 0.1003
H -0.37 -1.46 3.29 0.0757
H -1.01 -1.08 5.63 0.0979
H -3.30 -1.64 6.40 0.0909
H -4.93 -2.58 4.80 0.0943
H -4.27 -3.00 2.47 0.0948
H -3.25 -1.01 -0.85 0.0308
H -5.22 -1.48 -2.17 0.1046
H -6.32 -3.71 -2.03 0.0939
H -5.40 -5.44 -0.52 0.0914
H -3.39 -4.96 0.82 0.1074